ORCA calculation (ωB97M-V/def2-TZVPD) on a structure of composition C28H78F6NO30S2 in a non-equilibrium geometry.

Properties
Total charge: -1
HOMO-LUMO gap: 0.292 Ha
LUMO level: 0.076 hartree
E_tot: -131179.289 eV
2S+1: 1
Largest force on an atom: 4.5 eV/Å

Last column: Mulliken charge in e.
Element x y z (Å)
H  2.24050  -2.43626  -4.52895  -0.08
H  -3.73877  -5.34370  2.09593  0.39
H  4.84403  0.13548  3.68398  0.38
H  -6.61215  4.39752  -1.42139  0.29
H  -4.87377  -1.94176  -2.65579  0.34
H  -6.38038  6.12525  -3.51912  0.32
O  1.30039  -2.81184  6.23548  -0.65
H  1.40424  -1.97736  4.38208  -0.49
O  3.68865  2.50920  3.99209  -0.38
H  -4.33179  5.66292  -3.02930  0.34
H  2.23100  -2.99986  6.09328  0.37
H  -0.68074  4.27346  3.51764  0.31
C  -3.01050  -0.77331  -3.00021  -0.42
C  4.85868  0.34427  -4.92603  -0.54
H  -4.56435  5.88028  -1.26035  0.30
H  -0.13025  -0.46863  6.62407  0.47
C  3.38329  1.37902  4.70558  -0.47
H  4.74049  -1.40298  1.31491  0.27
H  2.42828  1.99101  -3.68073  0.28
H  3.03109  5.66429  2.83158  0.26
H  -5.71497  2.55821  -2.56048  0.32
O  -3.08805  -4.33741  0.09990  -0.64
O  -0.98657  -2.29559  -5.12172  -0.51
F  -3.06007  2.08167  0.20016  -0.23
C  -1.29247  7.43825  -1.82938  -0.50
O  1.26977  3.53435  -1.17892  -0.18
C  1.15571  5.03685  3.02383  -0.20
S  1.22195  -0.84525  -0.09655  -0.45
O  -3.16214  -0.77048  4.91522  -0.48
H  -0.00514  -2.20285  -3.50741  -0.58
C  1.90881  1.87779  -2.72918  0.29
H  2.29494  1.43848  4.71436  -0.20
H  1.22871  -5.49816  0.11654  -0.11
H  -0.72075  -5.95738  1.51847  0.43
H  6.36787  -2.41936  -1.09373  0.26
O  -2.46672  7.35421  -1.11160  -0.53
H  3.19995  0.59304  -2.54622  0.22
H  -2.92371  -1.99270  -1.32185  -0.67
H  0.10464  2.00975  3.62905  -0.02
F  -0.26661  -1.46907  2.14628  0.31
O  2.65932  -0.79413  -0.09515  -0.12
O  4.47686  -2.25343  1.67386  -0.48
C  -1.79667  2.03579  0.71372  -0.08
H  0.34456  -7.23102  -2.59502  0.31
H  4.46605  -4.39376  1.30480  0.41
O  -1.70941  -0.43672  0.11142  -0.22
H  -3.97074  -0.35769  5.22724  0.44
C  1.41921  3.31008  -2.48696  -0.81
H  -0.29825  -2.25392  4.98838  0.24
C  -3.01998  -4.59153  2.42101  -0.81
H  1.07634  1.19436  -2.89658  -0.07
C  4.80765  -3.44121  0.89978  -0.86
O  1.59099  -3.12685  -6.44062  -0.59
O  2.91104  1.31777  -1.98684  -0.36
H  -3.14943  -3.66575  -0.58326  0.18
H  -1.06920  -5.19657  -1.18956  -0.10
C  1.43857  -2.31171  -5.25661  0.12
H  4.86614  -4.30115  -0.98392  0.52
F  -1.95162  1.74499  2.02549  -0.11
O  -6.06762  6.53361  -2.70856  -0.58
H  0.65590  5.42579  2.13669  -0.19
C  0.35287  3.93373  3.58343  -0.37
H  -4.76200  0.48496  2.15921  0.32
C  -0.18792  6.86255  -0.86208  -0.64
C  -3.06830  -2.23209  -2.37537  0.86
O  -1.76690  -5.15934  2.75445  -0.54
H  -3.45623  0.07718  -2.48439  0.23
H  6.03451  -0.89323  -3.67363  0.32
H  -2.01997  -5.92220  3.27945  0.24
O  4.03159  -1.04687  -3.16457  -0.33
O  -4.41344  -2.66875  -2.23013  -0.59
H  1.10542  -7.17356  -0.27355  0.43
C  -5.65407  4.19237  -1.89900  0.06
H  4.50513  -1.30556  -2.37057  0.20
H  0.47775  3.38564  -3.03104  0.18
C  -3.09119  -3.62511  1.35095  0.24
C  -4.52423  0.39545  3.21918  -0.59
H  -0.06969  -3.75682  -4.37709  0.48
H  1.48039  -1.24497  -5.47666  0.14
H  -0.15048  7.43645  0.06384  0.26
H  3.54801  -3.21485  -0.72560  -0.16
H  3.81120  0.59025  -5.10031  0.12
H  3.79661  1.46064  5.71086  0.37
C  4.62594  -3.31132  -0.59577  0.03
H  5.32172  0.18872  -5.90045  0.38
H  -4.05904  1.34228  3.49343  0.35
H  5.89062  -3.49327  1.01187  0.38
C  3.80020  0.10402  3.99627  -0.47
F  -1.17622  3.23953  0.54279  -0.02
O  -3.93248  -0.89297  -4.09329  -0.71
H  3.26439  -0.84824  2.50431  -0.14
H  -1.35550  5.44511  -0.52279  0.22
H  -0.97925  -0.05511  4.53954  -0.12
C  -0.49510  -6.12228  -1.22909  0.12
C  -3.33210  -0.59696  3.46946  1.70
F  1.67148  -2.57454  2.09955  -0.19
H  0.49918  3.89011  4.66269  0.41
O  -5.75131  0.15639  3.88501  -0.59
O  -0.08520  0.25330  4.70439  -0.36
C  0.15685  -2.69439  -4.46670  0.52
H  -1.41226  6.98978  -2.81560  0.33
C  0.67027  -2.05990  1.38636  -0.02
C  -5.04173  5.61483  -2.20361  -0.43
H  0.75043  4.33811  -1.10230  0.22
H  -4.04293  -3.13080  1.15609  0.47
H  -3.20465  7.57464  -1.68472  0.31
O  2.54080  4.83944  2.80229  -0.47
C  0.50205  -6.28934  -0.06810  -0.10
F  0.10099  -3.10283  0.82092  -0.01
H  0.75297  7.06581  -1.37346  0.38
H  -3.37400  -4.18512  3.36842  0.39
H  1.40395  -0.15395  6.04480  0.25
O  -0.22999  -6.66122  1.08793  -0.61
H  3.75896  -0.89704  4.42553  0.37
H  -2.16542  -3.06960  1.20107  -0.17
C  0.45103  -0.56103  5.70665  -0.57
H  0.86639  -3.19770  -7.06634  0.29
O  2.94326  -0.01207  2.84968  0.51
O  0.57995  2.60188  3.04163  -0.05
H  1.11614  5.90257  3.68494  0.45
H  -5.87454  -0.78777  3.76267  0.37
O  5.41819  1.47685  -4.10192  -0.47
O  -0.96945  1.18907  -1.61142  -0.46
O  0.71579  -1.42297  -1.32364  0.04
H  -3.40840  -1.53954  2.92738  -0.58
H  -2.26740  -2.86913  -2.75066  0.27
O  5.43211  -2.30207  -1.27317  -0.55
C  5.03830  -0.96715  -4.10975  -0.34
S  -0.88749  0.71017  -0.27324  0.51
N  0.57547  0.72253  0.34884  0.03
H  2.23200  3.99118  -2.73912  0.50
H  -0.98366  8.47764  -1.94078  0.38
H  -2.00118  -0.45383  -3.25966  0.33
H  -1.19939  -6.95279  -1.18087  0.31
H  -5.01471  3.77344  -1.12195  -0.08
O  -5.81218  3.39421  -3.02228  -0.51
H  5.06313  -1.81011  -4.80034  0.36
O  0.13724  -6.29883  -2.49671  -0.54
H  -3.37977  -0.62079  -4.82951  0.37
H  -1.22741  -2.94156  -5.78979  0.29
O  -0.40619  5.50959  -0.65028  -0.35
H  6.37117  1.45443  -4.21557  0.29
H  -2.48257  -0.20937  2.90715  -0.97
C  0.72158  -1.95570  5.23155  0.60
H  4.62711  2.67151  3.87149  0.25

Cartesian forces, eV/Å:
0.5541 -0.6658 -0.5896
-0.0041 -0.5512 0.2197
0.4372 0.5994 -0.1709
-0.2603 0.1028 0.1063
-0.7411 -0.3665 -0.3314
-0.0593 -0.0317 -0.0955
-0.9109 0.1664 0.4858
-0.5473 0.3743 -0.2616
0.4619 1.4469 -0.9941
0.6561 -0.8868 0.3890
-0.1400 0.3492 -0.4288
-0.4069 -0.1532 -0.4996
-0.9076 -1.4975 0.0681
0.8874 0.2375 1.6917
-0.4205 0.9380 -0.1685
-0.5263 -0.6922 0.0303
-0.2411 -0.8671 0.6136
0.1889 -0.2896 -1.0046
-0.6520 0.1837 -1.2140
-0.4241 0.0823 0.0201
-0.1462 -0.9031 -1.0977
0.2639 -1.5825 -0.5909
-2.4416 1.4322 -2.1129
0.6841 0.4601 0.2106
2.0359 0.6535 1.2440
-0.9962 0.2739 3.1615
0.9062 2.1146 -0.9562
0.7320 2.1603 0.3488
0.2241 0.2096 -1.7540
1.2155 -0.0963 0.2963
-0.3545 0.6535 -2.7895
-0.0670 -0.4808 0.3757
-0.3463 0.5126 -0.1657
-0.0897 0.6744 -0.1248
-0.0146 -0.2650 0.2247
-1.5627 -0.1642 0.6456
0.4891 -0.4332 0.3773
1.6626 -0.1587 0.1694
0.0946 -0.4260 0.0799
1.0775 -0.2880 0.2360
-0.3494 -0.1204 1.1498
-0.8129 -1.6585 0.7464
0.8753 0.1526 -0.4623
0.0045 0.0256 0.0724
-0.8818 0.5572 0.1653
0.1662 0.2529 -0.5130
-0.0910 -0.0010 0.6627
1.7697 -1.6277 -0.5976
0.2224 -1.2132 -0.4127
-1.5992 -0.6776 1.9425
-0.2954 -0.0161 0.3672
2.5397 2.5607 -0.1235
1.2819 -0.0932 0.7225
0.5728 0.1003 1.9552
-0.0563 -0.0815 -0.2033
0.3146 0.0680 -0.1837
-1.3786 -0.7381 0.8143
0.2003 -0.0905 -0.3085
0.3389 0.5670 -0.8541
0.4712 -0.1616 1.2663
0.1554 -0.3445 -0.6843
0.0782 -2.0168 1.1635
0.4776 -0.1923 -0.2714
-0.5952 0.9810 -2.2126
0.4824 3.4569 2.7643
0.2606 0.0096 -0.6549
0.3373 -0.5126 1.3359
0.1260 -0.1071 0.2710
0.4458 -0.1878 0.1297
-0.1695 -0.1494 0.0843
-0.2395 -0.4800 -1.3280
0.1120 -0.1288 -0.2690
0.8000 3.1280 0.5602
-0.4112 -0.2426 0.8163
0.0273 0.3863 -0.5650
1.2886 0.6138 -3.5095
1.6223 -0.0146 -1.0335
1.5841 -0.4878 0.6333
-0.4946 0.0930 -0.2692
-0.3840 0.1236 0.1364
0.2006 0.9704 -0.8778
0.0252 -0.0775 0.2513
-0.0320 -0.3540 0.4141
-0.4118 -0.8281 0.2767
0.4113 0.5510 -0.0597
-0.7510 0.3352 0.4229
0.5330 -0.4554 0.1870
-0.5849 -0.2265 -1.1706
-1.2756 -1.1357 0.6314
0.7600 0.5990 -1.4285
-0.5708 -0.2681 -0.8359
-0.2404 -0.5218 0.2033
-0.3451 -0.0290 -0.0293
0.4943 -0.8025 -0.1255
-1.1791 0.0530 -0.2780
0.0503 0.8240 0.2255
0.4145 -0.1551 0.3098
0.7158 -0.3374 0.7098
-0.0371 0.1995 -0.3050
0.1660 -0.1024 0.0046
0.5725 -0.4297 0.0500
-0.4833 0.9495 -0.9943
-1.4548 -1.0674 -1.0371
-0.1508 -0.0574 0.6219
0.0610 0.9129 1.7991
-0.1812 -0.0043 0.0617
0.1591 -1.0034 -0.1652
-0.9096 -0.7319 0.2099
-0.6077 -0.8371 -0.7603
0.3036 -0.5633 0.0739
-0.4757 0.4412 -0.0536
0.2359 0.4812 -0.3761
0.5850 -0.6535 0.1455
-0.3018 0.2636 1.4662
-0.4108 1.1271 1.1243
1.6615 0.9852 1.3308
-0.4093 0.6895 0.5840
0.7785 -0.0187 0.3834
-0.1957 2.1310 0.0338
-0.6590 -0.0559 0.6505
-0.5065 -0.2125 0.0958
-0.8917 -1.3308 -1.6613
-0.4528 0.2702 -0.8536
-0.8307 0.0162 0.7829
-0.7244 -0.5367 0.5706
-0.7322 -0.4192 -0.4494
-1.2072 -0.5547 0.9423
-0.0216 1.5885 -1.6648
-0.7781 -0.0517 1.8908
0.4782 -3.4812 -1.0736
-0.0207 0.2717 -1.4785
-0.1128 0.3909 -0.3948
-0.0351 -0.3628 -0.2467
-0.3108 0.1395 0.7079
0.2216 -0.4875 -0.1678
0.2176 -0.7309 0.2543
-0.2752 -0.3442 -0.1024
0.2972 0.8222 -0.4357
-0.4756 -0.2044 -0.6096
-0.0596 0.0610 0.0061
-0.0409 0.1483 0.2296
0.0970 -0.0395 -0.0142
0.3575 0.5699 0.7757
0.1312 -0.5525 0.1850
0.1081 -0.3255 0.0887